Record 1
Molecular formula: C19H15N2O4PS
Method: DFT, ωB97M-V/def2-TZVPD

- E_HOMO (eV) = -7.795
- lowest unoccupied orbital energy (eV) = 0.06
- Kohn-Sham gap (eV) = 7.9
- spin multiplicity = 1
- SMILES string = Nc1nc(-c2ccc(P(=O)(O)O)o2)c(-c2ccc(-c3ccccc3)cc2)s1

Last column: Mulliken charge in e.
Atoms and positions in Å:
N: -4.61194 2.97261 3.57241  -0.489
C: -3.60350 2.50480 2.79248  0.379
N: -3.98076 1.66282 1.89104  -0.576
C: -2.89154 1.16397 1.18142  -0.520
C: -3.13221 0.12126 0.13650  0.439
C: -4.36362 -0.34014 -0.26305  -0.759
C: -4.12881 -1.43903 -1.19285  -0.215
C: -2.80911 -1.52502 -1.40299  0.012
P: -2.11894 -2.71850 -2.59422  0.788
O: -0.94914 -2.22376 -3.32253  -0.699
O: -1.59739 -4.02290 -1.84434  -0.464
O: -3.20168 -3.11756 -3.71230  -0.521
O: -2.19164 -0.60598 -0.59522  -0.179
C: -1.67601 1.71678 1.58613  0.672
C: -0.27872 1.43097 1.15221  0.626
C: 0.05765 1.31047 -0.20018  -0.528
C: 1.34555 0.90209 -0.62244  -0.956
C: 2.34928 0.68650 0.33907  0.550
C: 3.68219 0.24099 -0.08595  0.222
C: 4.36916 0.79698 -1.17472  -0.289
C: 5.52866 0.27513 -1.68274  -0.583
C: 6.11916 -0.80857 -1.06072  -0.374
C: 5.48682 -1.36704 0.09107  -0.609
C: 4.25337 -0.87449 0.52782  -0.427
C: 2.04280 0.87312 1.67683  -0.754
C: 0.74829 1.22893 2.07402  -0.589
S: -1.87318 2.77178 2.96424  -0.181
H: -4.36015 3.20944 4.56901  0.255
H: -5.49602 2.46407 3.42111  0.264
H: -5.33069 0.00085 0.10942  0.493
H: -4.88934 -1.99887 -1.71455  0.475
H: -0.71935 -3.67005 -1.64280  0.347
H: -2.64685 -3.57122 -4.33316  0.325
H: -0.67434 1.52022 -0.94210  0.494
H: 1.55105 0.70482 -1.65090  0.558
H: 3.96132 1.71737 -1.58709  0.419
H: 5.97504 0.76012 -2.53609  0.365
H: 7.04156 -1.23232 -1.41486  0.384
H: 5.97128 -2.23577 0.53839  0.345
H: 3.73502 -1.35351 1.35322  0.439
H: 2.77738 0.74385 2.45504  0.483
H: 0.52936 1.32483 3.14436  0.379


Record 2
Molecular formula: C30H26ClF6N4O3PSbSe4W
Method: DFT, ωB97M-V/def2-TZVPD

- total charge = -1
- E_HOMO (alpha / beta) (eV) = -5.155 / -5.155
- lowest unoccupied orbital energy (alpha / beta) (eV) = 1.23 / 1.23
- Kohn-Sham gap (alpha / beta) (eV) = 6.4 / 6.4
- spin multiplicity = 1

Last column: Mulliken charge in e.
Atoms and positions in Å:
W: 0.19395 0.79259 0.72279  0.992
O: -0.99294 2.41611 -0.09043  0.031
N: -2.14381 2.09232 -0.55342  -1.290
N: -2.16836 0.90101 -0.97085  1.458
O: -1.07640 0.15527 -0.89842  0.012
C: -3.41091 0.30954 -1.37734  -0.171
C: -3.57041 -1.05049 -1.19274  0.090
C: -4.77514 -1.63309 -1.55661  -0.787
C: -5.78495 -0.85757 -2.10141  -0.557
C: -5.60233 0.50970 -2.27094  -0.499
C: -4.40807 1.10925 -1.91220  -0.587
H: -2.79794 -1.63248 -0.71074  0.508
H: -4.92686 -2.68528 -1.35981  0.395
H: -6.73049 -1.31134 -2.36736  0.392
H: -6.40022 1.11895 -2.67475  0.370
H: -4.25181 2.17199 -2.02734  0.491
Cl: 3.62394 -1.93927 1.03100  -0.259
C: 2.32919 -2.39864 2.12061  0.756
C: 2.18825 -3.75117 2.39631  -0.627
C: 1.18508 -4.17563 3.25403  -0.501
C: 0.35326 -3.23465 3.84856  -0.895
C: 0.52247 -1.88967 3.56379  -0.541
C: 1.49407 -1.42592 2.66890  0.440
C: 1.56372 0.02781 2.32795  -2.134
H: 2.86550 -4.45759 1.93491  0.441
H: 1.06345 -5.23125 3.46061  0.391
H: -0.43999 -3.53525 4.52165  0.434
H: -0.13739 -1.17056 4.03420  0.599
H: 2.59093 0.32923 2.11131  0.733
H: 1.27386 0.58932 3.21952  0.643
O: 0.82492 -1.07804 0.06528  1.032
N: 0.14078 -2.02988 -0.57074  0.035
C: -0.53880 -2.92830 0.15469  -0.163
C: -1.14322 -3.99165 -0.48404  -1.381
C: -1.06069 -4.09461 -1.86153  -0.624
C: -0.37001 -3.12860 -2.57928  -0.771
C: 0.23609 -2.09220 -1.90913  0.179
H: -0.57514 -2.73802 1.21879  0.445
H: -1.68991 -4.70497 0.11193  0.822
H: -1.54170 -4.91602 -2.37491  0.414
H: -0.29309 -3.16591 -3.65598  0.535
H: 0.80306 -1.29856 -2.37177  -0.045
F: 0.72511 2.38677 1.70186  -0.257
P: -0.02217 4.08229 2.99315  1.283
F: -1.42084 3.59761 2.46824  -0.294
F: -0.06986 2.92893 4.06787  -0.320
F: -0.50048 5.27478 3.86398  -0.247
F: 0.19254 4.85341 1.63456  -0.326
F: 1.52900 4.20542 3.26258  -0.341
Se: -3.55400 -1.76444 5.13427  -0.570
Sb: -4.37344 -1.85797 2.92514  0.943
Se: -5.82303 -0.24275 2.00254  -0.544
Se: -3.76264 -3.76653 1.64117  -0.533
Se: -1.56310 0.18376 2.02790  -0.429
C: 1.77118 0.19928 -4.67596  -0.600
C: 2.80653 -0.09415 -3.79424  -0.716
C: 2.75554 0.35168 -2.48446  0.124
C: 1.66694 1.09793 -2.01811  -0.487
C: 0.65050 1.41459 -2.91783  -0.085
C: 0.70207 0.96290 -4.23098  -0.858
N: 1.61191 1.47010 -0.65461  1.164
C: 2.63627 2.39963 -0.29503  -0.658
C: 3.77414 1.98817 0.38680  0.437
C: 4.75008 2.91208 0.73945  -1.075
C: 4.59995 4.25024 0.41183  -0.463
C: 3.46568 4.66271 -0.27786  -0.859
C: 2.49153 3.74432 -0.62925  0.117
H: 1.80725 -0.14876 -5.70046  0.402
H: 3.65378 -0.68179 -4.12623  0.394
H: 3.54775 0.10466 -1.78818  0.281
H: -0.17283 2.03109 -2.59024  0.476
H: -0.10092 1.22105 -4.91089  0.426
H: 3.89716 0.94093 0.63032  0.216
H: 5.62818 2.57813 1.27861  0.422
H: 5.35588 4.97043 0.69790  0.387
H: 3.33247 5.70783 -0.52816  0.384
H: 1.58996 4.05918 -1.14080  0.401


Record 3
Molecular formula: C10H14F14InN3O16S7
Method: DFT, ωB97M-V/def2-TZVPD

- E_HOMO (eV) = -10.144
- lowest unoccupied orbital energy (eV) = -8.56
- Kohn-Sham gap (eV) = 1.6
- spin multiplicity = 1

Last column: Mulliken charge in e.
Atoms and positions in Å:
In: -1.90320 0.27808 0.22759  0.927
C: -0.76618 3.27310 -5.24099  0.641
F: -1.55963 4.32519 -4.92868  -0.179
F: -1.65190 2.28223 -5.64747  -0.207
F: 0.15342 3.55937 -6.22252  -0.194
S: 0.22988 2.72348 -3.62568  1.016
O: -0.19837 1.35950 -3.48537  -0.585
O: 1.63364 2.90893 -3.91522  -0.558
N: -0.45580 3.44540 -2.21375  -0.201
S: 0.03469 4.94149 -2.23150  0.882
O: 0.94494 5.35602 -1.14608  -0.517
O: 0.40326 5.57870 -3.52932  -0.512
C: -1.52291 5.93766 -1.81037  0.670
F: -2.40305 5.69845 -2.75885  -0.207
F: -1.99839 5.42456 -0.66061  -0.213
F: -1.37200 7.24803 -1.74841  -0.187
C: -0.62152 -5.36466 2.41335  0.739
F: 0.48503 -5.43536 1.76715  -0.179
F: -1.02557 -6.53831 2.90154  -0.228
F: -0.51145 -4.57465 3.44156  -0.204
S: -2.09764 -4.72061 1.29109  0.989
O: -3.05265 -5.79786 0.98203  -0.528
O: -2.58768 -3.59160 2.03311  -0.607
N: -1.23189 -3.98296 -0.09088  -0.277
S: -1.04768 -5.33543 -0.99958  1.013
O: -0.58495 -6.52466 -0.31594  -0.513
O: -2.12823 -5.43204 -1.95489  -0.517
C: 0.49508 -4.93491 -2.08057  0.619
F: 0.64589 -5.92904 -2.98534  -0.211
F: 0.33199 -3.80730 -2.81702  -0.212
F: 1.58737 -4.91695 -1.34343  -0.194
N: -0.69919 1.83436 4.07448  -0.070
S: 0.11177 3.12563 4.30242  1.072
O: 1.56200 3.04607 4.33819  -0.438
O: -0.56360 4.29308 4.88647  -0.501
F: -0.02253 3.50868 2.76422  -0.250
S: -0.40883 1.45272 5.68950  1.038
O: -1.11798 2.12302 6.80695  -0.503
O: 0.99109 1.04431 6.00836  -0.490
F: -1.22581 0.03864 5.57643  -0.265
C: 5.81214 -1.34765 3.19395  -0.479
C: 5.43779 -2.22228 1.98680  -0.694
C: 5.12623 -1.29001 0.79568  -0.660
S: 4.20344 0.09560 1.62472  0.972
O: 2.78556 0.01304 1.38751  -0.520
O: 4.90355 1.35138 1.25135  -0.619
C: 4.57927 -0.48828 3.37324  -0.690
H: 6.68864 -0.75312 2.93627  0.301
H: 6.15588 -1.80869 4.11990  0.358
H: 4.54351 -2.83183 2.11649  0.283
H: 6.20878 -2.96360 1.77675  0.333
H: 4.61870 -1.72677 -0.06442  0.434
H: 5.97435 -0.86106 0.26201  0.349
H: 3.71317 -1.14120 3.48121  0.330
H: 4.64372 0.29114 4.13249  0.427
C: -5.05652 0.14485 -3.46635  -0.403
C: -5.66644 1.40292 -2.81682  -0.476
O: -4.65195 2.10881 -2.03805  -0.482
O: -4.42687 -0.77076 -2.67367  -0.445
H: -4.36501 0.33737 -4.28662  0.264
H: -5.94450 -0.29060 -3.92461  0.338
H: -6.56753 1.26635 -2.21894  0.289
H: -6.02197 2.16543 -3.50984  0.361
H: -4.79655 3.03374 -2.25065  0.265
H: -4.74893 -1.63486 -2.94051  0.301


Record 4
Molecular formula: C3H13N2OS2
Method: DFT, ωB97M-V/def2-TZVPD

- total charge = +1
- E_HOMO (eV) = -12.917
- lowest unoccupied orbital energy (eV) = -8.72
- Kohn-Sham gap (eV) = 4.2
- spin multiplicity = 1

Last column: Mulliken charge in e.
Atoms and positions in Å:
S: 0.87381 1.57439 1.07383  0.123
S: 0.29780 -0.40166 0.69674  -0.055
C: -1.76624 1.47537 -1.31039  -0.433
C: -1.16084 0.48570 -2.01025  0.208
C: 0.27809 0.19471 -2.33960  -0.580
N: 0.24749 -1.29326 -2.41291  -0.444
N: 2.72151 -1.65849 3.12757  -0.605
H: -0.40487 1.93884 1.40767  0.274
H: -2.77353 1.75378 -1.59554  0.245
H: -1.40661 2.04131 -0.45766  0.039
H: -1.82577 -0.24957 -2.45344  0.403
H: 0.34444 0.62496 -3.34486  0.317
H: 1.10448 0.43590 -1.68030  0.374
H: 0.13612 -1.60050 -1.44648  0.161
H: 1.05149 -1.76764 -2.81531  0.251
H: 2.52158 -1.73679 4.10689  0.233
H: 3.71909 -1.52148 3.01913  0.239
H: 2.20991 -0.96225 2.61573  0.181
H: -2.50099 -0.00337 2.55702  0.308
H: -1.45167 0.10346 1.42774  0.352
O: -2.21530 0.56658 1.83441  -0.591


Which E_tot belongs to each record? In order, -51242.0368, -351505.5783, -166872.7445, -30008.1984 eV.